Entry from the OMol25 dataset: a single C5H11N3 molecule (the ωB97M-V functional and the def2-TZVPD basis).

Last column: Löwdin charge in e.
Atoms and positions in Å:
N1 -1.1853 -1.6096 -1.8359  0.1590
N2 2.0169 -0.8051 -1.0706  0.0418
N3 -0.4415 0.7383 0.5410  -0.2818
C1 -1.7878 0.6260 1.0785  -0.1178
C2 -0.2690 1.6753 -0.5547  -0.1176
C3 0.8987 -1.2630 -0.2330  -0.3658
C4 -0.4111 -1.2726 -1.0301  -0.1881
C5 0.5957 -0.3693 0.9720  -0.0924
H1 1.5023 0.1270 1.3307  0.1091
H2 -2.4397 1.4675 0.8214  0.0828
H3 1.0975 -2.2797 0.1250  0.1304
H4 0.1164 -0.9418 1.7741  0.1167
H5 2.2243 -1.5180 -1.7688  0.0824
H6 -0.6550 2.6603 -0.2715  0.0757
H7 -1.7651 0.5701 2.1720  0.0746
H8 -0.8352 1.3612 -1.4370  0.0697
H9 2.8428 -0.6692 -0.4911  0.0773
H10 -2.2877 -0.2745 0.7113  0.0666
H11 0.7827 1.7770 -0.8332  0.0773

The charge is 0. As for the calculated total energy: -361.3152 a.u. The calculation puts the maximum force at 3.52 eV/Å. The multiplicity is 1. The highest occupied orbital energy is -7.943 eV. As for the LUMO energy: 0.74 eV. The value obtained for the relative energy (zero: lowest compared OMol25 entry of this formula, charge and spin) is 46.6 kcal per mole. The value obtained for the frontier orbital gap is 8.68 eV.